No. 1
This record from the Open Molecules 2025 dataset describes a molecular structure, C22H34N2O5P2Re. The level of theory is ωB97M-V/def2-TZVPD.

```
66
C22H34N2O5P2Re (ωB97M-V/def2-TZVPD)
Re -0.1697 -0.3091 -0.7959
P 1.9559 -0.3644 -1.8923
P -2.0756 1.0305 -0.1732
N -0.9167 -0.5213 -2.3730
H 0.9180 -1.6616 -0.5913
C 2.7420 -2.0438 -1.9978
H 3.7251 -1.9932 -2.4872
H 2.0750 -2.6991 -2.5747
H 2.8523 -2.4672 -0.9916
C 3.3754 0.6684 -1.3721
H 4.1967 0.5601 -2.0919
H 3.7337 0.3763 -0.3812
H 3.0581 1.7152 -1.3432
C 1.9555 0.0601 -3.6835
H 2.9630 -0.0679 -4.0983
H 1.6511 1.1038 -3.8203
H 1.2568 -0.5838 -4.2317
C -3.4666 -0.0163 0.4366
H -4.3749 0.5936 0.5064
H -3.2508 -0.4656 1.4098
H -3.6498 -0.8313 -0.2701
C -1.8954 2.2408 1.1800
H -2.7856 2.2575 1.8259
H -1.7531 3.2343 0.7381
H -1.0118 1.9979 1.7815
C -3.0310 1.9788 -1.4249
H -4.0365 2.2146 -1.0391
H -3.1280 1.3853 -2.3451
H -2.5049 2.9140 -1.6581
C -1.3172 -0.2122 -3.6486
C -2.0973 -0.8145 -5.8848
C -1.7551 -1.1970 -4.5916
C -1.2510 1.1482 -4.0826
C -1.6164 1.5063 -5.3704
C -2.0348 0.5319 -6.2810
H -2.4180 -1.5763 -6.6008
H -1.8015 -2.2367 -4.2543
H -0.8935 1.8996 -3.3647
H -1.5716 2.5577 -5.6620
H -2.3219 0.8282 -7.2945
C 2.0344 0.2469 1.7746
O 1.1605 0.4995 0.9037
C 2.8836 -0.9657 1.7955
H 2.9886 -1.3052 2.8338
H 3.8995 -0.7369 1.4328
H 2.4340 -1.7864 1.2287
C 2.2472 1.2289 2.8753
H 1.7525 0.8724 3.7884
H 1.8573 2.2227 2.6227
H 3.3205 1.2853 3.0917
O 0.5022 -3.0129 1.4633
C -0.2734 -2.0837 1.6905
O -0.9481 -1.4304 0.7336
C -0.4506 -1.5725 3.1011
C -1.2532 -0.4539 3.3932
C -1.1743 0.1470 4.6393
C -0.2616 -0.3583 5.5843
C 0.4420 -1.5546 5.3570
C 0.3418 -2.1605 4.1126
N 0.1645 0.4945 6.6465
O -0.3478 1.6336 6.7394
O 1.0589 0.0911 7.4236
H -1.9207 -0.0565 2.6244
H -1.7617 1.0347 4.8754
H 1.0644 -1.9529 6.1516
H 0.9095 -3.0683 3.9107
```

## Properties
LUMO energy (spin up / spin down) = -1.31 / -1.27 eV
Kohn-Sham gap (spin up / spin down) = 0.1350 / 0.2318 Ha
charge = 0
2S+1 = 4
E_tot = -2105.23652 Ha

Need the natural (NBO) charges? In units of e they are:
1 Re 0.6311
2 P 1.1377
3 P 1.0122
4 N -0.6104
5 H -0.0702
6 C -0.9446
7 H 0.2185
8 H 0.2522
9 H 0.2384
10 C -0.9481
11 H 0.2366
12 H 0.2232
13 H 0.2441
14 C -0.9526
15 H 0.2201
16 H 0.2435
17 H 0.2597
18 C -0.9181
19 H 0.2204
20 H 0.2360
21 H 0.2566
22 C -0.9590
23 H 0.2336
24 H 0.2441
25 H 0.2478
26 C -0.9353
27 H 0.2262
28 H 0.2673
29 H 0.2334
30 C 0.0806
31 C -0.2093
32 C -0.2445
33 C -0.2290
34 C -0.2299
35 C -0.2680
36 H 0.2104
37 H 0.2175
38 H 0.1946
39 H 0.2061
40 H 0.2083
41 C 0.6642
42 O -0.6075
43 C -0.7618
44 H 0.2487
45 H 0.2480
46 H 0.2795
47 C -0.7226
48 H 0.2565
49 H 0.2431
50 H 0.2333
51 O -0.6337
52 C 0.7447
53 O -0.7924
54 C -0.0325
55 C -0.2250
56 C -0.1734
57 C 0.0105
58 C -0.1847
59 C -0.2060
60 N 0.4960
61 O -0.3816
62 O -0.3798
63 H 0.2381
64 H 0.2514
65 H 0.2533
66 H 0.2521

***

No. 2
This record from the Open Molecules 2025 dataset describes a single C22H34N4O2 molecule. The level of theory is ωB97M-V/def2-TZVPD.

```
62
C22H34N4O2 (ωB97M-V/def2-TZVPD)
C 5.5747 5.0867 0.6865
C 5.4508 4.2384 -0.5718
C 4.5025 3.0556 -0.3553
N 3.1672 3.5187 -0.0164
C 2.4309 2.6708 0.8937
C 1.8848 1.3937 0.2388
C 0.9905 1.7729 -0.9444
N 0.5028 0.5903 -1.6219
C -0.7852 0.1949 -1.5987
O -1.6772 0.8447 -1.0834
C -1.0216 -1.1425 -2.2769
H -0.3638 -1.2397 -3.1408
H -2.0581 -1.1878 -2.6086
C -0.7216 -2.3481 -1.3353
N -1.5752 -2.5094 -0.1813
C -1.1424 -1.7547 0.9750
H -1.0279 -0.6809 0.7670
H -1.8866 -1.8770 1.7634
C 0.1860 -2.3463 1.4259
N 1.1047 -2.3036 0.3143
C 0.7614 -2.2881 -0.9822
O 1.6110 -2.1979 -1.8549
H 2.0967 -2.3100 0.5061
H 0.0304 -3.3822 1.7513
H 0.6060 -1.7760 2.2585
C -2.9983 -2.3707 -0.4529
C -3.8088 -3.0265 0.6372
C -3.3562 -4.2282 1.1686
C -4.0580 -4.8793 2.1650
C -5.2353 -4.3286 2.6401
C -5.6963 -3.1377 2.1101
C -5.0003 -2.4710 1.1083
C -5.5444 -1.1867 0.5567
H -5.7478 -1.2813 -0.5093
H -4.8337 -0.3718 0.6906
H -6.4703 -0.9197 1.0602
H -6.6185 -2.7129 2.4810
H -5.7951 -4.8258 3.4186
H -3.6911 -5.8125 2.5665
H -2.4353 -4.6432 0.7873
H -3.2087 -2.8864 -1.3962
H -3.2793 -1.3161 -0.5637
H -0.8469 -3.2506 -1.9534
H 1.1946 -0.0211 -2.0321
C 1.7722 2.6649 -1.9082
C 2.3465 3.8752 -1.1553
H 1.5179 4.4865 -0.7832
H 2.9380 4.4882 -1.8369
H 1.1209 3.0075 -2.7131
H 2.5833 2.0837 -2.3539
H 0.1035 2.3041 -0.5810
H 1.3150 0.8156 0.9686
H 2.7131 0.7764 -0.1186
H 1.5886 3.2568 1.2773
H 3.0765 2.4170 1.7378
H 4.5159 2.4154 -1.2507
H 4.8796 2.4624 0.4813
H 5.0828 4.8582 -1.3908
H 6.4302 3.8518 -0.8616
H 6.2001 5.9572 0.5037
H 6.0164 4.5081 1.4947
H 4.5887 5.4188 0.9991
```

## Properties
LUMO energy = 0.65 eV
Kohn-Sham gap = 0.3292 Ha
charge = 0
2S+1 = 1
relative energy (zero: lowest compared OMol25 entry of this formula, charge and spin) = 26.03 kcal per mole
E_tot = -1228.26538 Ha

Need the natural (NBO) charges? In units of e they are:
1 C -0.6107
2 C -0.3967
3 C -0.2149
4 N -0.4593
5 C -0.2089
6 C -0.4189
7 C -0.0692
8 N -0.6223
9 C 0.6786
10 O -0.6534
11 C -0.5081
12 H 0.2425
13 H 0.2330
14 C -0.1198
15 N -0.4580
16 C -0.2408
17 H 0.1961
18 H 0.2263
19 C -0.2139
20 N -0.6021
21 C 0.6906
22 O -0.6651
23 H 0.4079
24 H 0.1939
25 H 0.2028
26 C -0.2497
27 C -0.0668
28 C -0.1984
29 C -0.2202
30 C -0.2084
31 C -0.2393
32 C 0.0796
33 C -0.6551
34 H 0.2174
35 H 0.2250
36 H 0.2151
37 H 0.2057
38 H 0.2112
39 H 0.2107
40 H 0.2211
41 H 0.2098
42 H 0.2080
43 H 0.2298
44 H 0.4182
45 C -0.4159
46 C -0.2179
47 H 0.1943
48 H 0.2027
49 H 0.2184
50 H 0.1931
51 H 0.2286
52 H 0.2092
53 H 0.1956
54 H 0.1913
55 H 0.1995
56 H 0.1707
57 H 0.1927
58 H 0.1930
59 H 0.1997
60 H 0.2063
61 H 0.1956
62 H 0.2196

***

What is the formula in the second record? C22H34N4O2